Computed, not measured: a structure of composition C49H50BFIN8S2V in a non-equilibrium geometry, with ωB97M-V with the def2-TZVPD basis set.

net charge: -1
M: 1022.8 g mol⁻¹
highest occupied orbital energy (spin up / spin down): -2.9 / -4.9 eV
F_max: 1.4 eV/Å
DFT total energy: -4498.0893 a.u.
⟨S²⟩: 3.991
spin multiplicity: 4
energy relative to the best compared isomer or geometry (same formula, charge and spin): 105.2 kcal/mol

Each line ends with the Mulliken spin population.
Geometry (Å):
V 0.777 0.156 0.252  1.8260
C 0.229 1.339 -4.158  -0.0267
C -0.358 0.154 -3.436  0.2993
C 0.275 -1.057 -3.486  -0.1176
C 0.167 -2.191 -2.654  0.3775
C 0.495 -3.548 -3.221  -0.0244
N -0.066 -2.079 -1.318  0.0446
N -0.092 -0.881 -0.755  -0.3799
B 0.240 -3.146 -0.212  -0.0743
N 1.613 -2.735 0.413  0.1274
N 1.947 -1.440 0.704  -0.2219
C 3.177 -1.459 1.207  0.0482
C 3.910 -0.208 1.565  0.0260
C 3.648 -2.772 1.265  0.0070
C 2.622 -3.546 0.756  0.0211
C 2.536 -5.030 0.622  -0.0005
N -0.842 -3.106 0.877  0.0194
N -0.570 -2.728 2.151  0.0067
C -1.687 -2.910 2.830  0.0006
C -1.744 -2.561 4.284  0.0002
C -2.701 -3.440 2.000  0.0027
C -2.111 -3.551 0.760  0.0017
C -2.663 -4.010 -0.550  -0.0127
H 0.317 1.139 -5.232  0.0124
H 1.234 1.545 -3.776  0.0204
H -0.361 2.243 -4.030  0.0033
H 0.992 -1.168 -4.305  0.0422
H 0.518 -3.485 -4.308  0.0005
H -0.255 -4.291 -2.947  0.0166
H 1.462 -3.930 -2.875  0.0164
H 0.313 -4.252 -0.681  0.0029
H 3.269 0.672 1.535  -0.0099
H 4.726 -0.035 0.860  0.0031
H 4.328 -0.285 2.570  0.0015
H 4.601 -3.114 1.635  0.0014
H 3.450 -5.483 1.006  -0.0001
H 2.405 -5.332 -0.418  0.0006
H 1.688 -5.423 1.185  0.0014
H -0.740 -2.339 4.642  -0.0001
H -2.159 -3.382 4.874  -0.0001
H -2.362 -1.676 4.457  0.0000
H -3.717 -3.689 2.263  0.0000
H -3.711 -4.286 -0.438  -0.0003
H -2.115 -4.877 -0.930  0.0006
H -2.591 -3.223 -1.305  0.0168
S -3.726 2.030 -0.695  0.2735
C -3.581 2.316 -2.333  0.0949
N -4.250 3.382 -2.945  0.0498
C -3.703 3.787 -4.231  0.0257
C -3.674 2.579 -5.124  -0.0184
N -2.809 1.566 -4.550  0.1149
C -2.764 0.347 -5.375  0.0598
C -4.131 -0.287 -5.536  -0.0173
C -4.788 -0.831 -4.432  0.0101
C -6.035 -1.418 -4.579  0.0050
C -6.642 -1.475 -5.829  0.0026
C -5.997 -0.935 -6.930  -0.0011
C -4.748 -0.341 -6.779  0.0028
C -2.779 1.470 -3.174  0.3803
S -1.780 0.281 -2.380  0.0599
C -4.666 4.482 -2.089  -0.0191
C -5.969 4.256 -1.355  -0.0002
C -6.250 5.003 -0.219  0.0000
C -7.452 4.842 0.454  0.0003
C -8.390 3.926 -0.007  -0.0012
C -8.115 3.184 -1.147  -0.0008
C -6.913 3.352 -1.820  0.0014
H -2.703 4.230 -4.124  0.0074
H -4.365 4.529 -4.679  0.0021
H -3.301 2.836 -6.120  -0.0032
H -4.696 2.199 -5.232  0.0035
H -2.076 -0.359 -4.919  -0.0146
H -2.364 0.620 -6.354  -0.0045
H -4.315 -0.796 -3.457  0.0097
H -6.532 -1.841 -3.715  -0.0001
H -7.613 -1.941 -5.942  0.0004
H -6.463 -0.973 -7.907  -0.0002
H -4.244 0.084 -7.641  0.0001
H -4.806 5.343 -2.747  -0.0011
H -3.877 4.731 -1.372  0.0117
H -5.511 5.703 0.156  0.0000
H -7.651 5.420 1.347  0.0000
H -9.321 3.784 0.527  0.0000
H -8.836 2.461 -1.510  0.0001
H -6.687 2.757 -2.697  -0.0001
I -0.104 2.876 -0.192  -0.0076
C 1.875 3.328 -0.690  -0.0341
C 2.279 4.628 -0.660  0.0058
C 3.584 4.957 -1.104  -0.0037
C 4.388 3.988 -1.619  0.0041
C 3.961 2.634 -1.675  -0.0073
C 4.765 1.640 -2.281  0.0188
C 4.314 0.353 -2.340  -0.0052
C 3.095 -0.011 -1.723  0.0682
C 2.274 0.880 -1.062  -0.0005
C 2.702 2.252 -1.131  -0.0899
H 1.607 5.405 -0.320  0.0005
H 3.921 5.985 -1.056  -0.0004
H 5.371 4.237 -2.005  -0.0001
H 5.726 1.919 -2.699  0.0016
H 4.915 -0.408 -2.826  -0.0010
H 2.815 -1.061 -1.753  -0.0239
F -1.613 1.585 5.887  0.0006
C -1.052 1.219 4.696  0.0129
C -1.876 0.962 3.619  -0.0078
C -1.287 0.590 2.417  0.0165
C 0.109 0.475 2.231  -0.0593
C 0.869 0.741 3.376  0.0067
C 0.314 1.108 4.605  -0.0097
H -2.950 1.054 3.725  -0.0007
H -1.954 0.376 1.583  0.0001
H 1.951 0.656 3.342  0.0016
H 0.927 1.296 5.478  -0.0001

Cartesian forces, eV/Å:
V -0.006 0.984 0.189
C -0.014 0.025 0.073
C -0.092 -0.017 -0.011
C -0.036 0.054 -0.345
C 0.057 -0.169 -0.200
C 0.017 0.080 0.092
N -0.176 0.435 0.507
N -0.324 -1.289 -0.393
B -0.130 0.080 0.146
N -0.178 0.283 -0.066
N 0.507 -1.063 -0.027
C -0.025 0.138 -0.039
C 0.018 -0.002 0.059
C 0.040 -0.070 0.042
C -0.042 -0.134 0.041
C 0.057 0.009 0.016
N 0.184 -0.190 0.018
N 0.002 -0.104 -0.194
C -0.071 -0.100 0.149
C -0.055 0.014 -0.027
C 0.011 0.093 0.058
C -0.029 0.168 -0.096
C -0.006 -0.001 0.028
H -0.018 0.012 -0.004
H -0.032 -0.005 0.006
H -0.046 0.000 0.004
H 0.010 0.041 0.064
H 0.023 0.002 0.014
H -0.031 0.001 0.006
H -0.011 0.006 0.039
H 0.134 0.041 -0.040
H -0.041 -0.021 -0.010
H 0.002 0.014 0.002
H 0.020 0.008 0.001
H -0.022 0.005 -0.003
H -0.005 0.000 -0.005
H 0.004 0.005 -0.003
H 0.001 0.014 0.004
H -0.001 0.014 -0.012
H 0.008 -0.006 0.008
H 0.022 -0.051 -0.021
H 0.010 0.016 -0.005
H 0.007 -0.011 0.004
H -0.001 -0.008 0.002
H -0.006 0.011 0.016
S 0.106 -0.014 0.131
C 0.231 -0.054 -0.390
N 0.312 0.032 0.071
C -0.173 0.016 0.044
C 0.125 0.022 -0.035
N -0.240 -0.302 -0.170
C -0.142 0.071 0.183
C 0.088 -0.099 -0.037
C -0.006 0.039 0.002
C 0.005 0.008 -0.019
C 0.014 0.016 0.021
C 0.041 0.023 0.019
C -0.035 -0.016 -0.023
C -0.167 0.208 -0.019
S 0.032 0.180 0.096
C -0.211 -0.019 -0.045
C 0.031 -0.017 -0.055
C -0.044 0.013 0.042
C 0.004 -0.018 -0.037
C 0.044 0.002 -0.016
C 0.009 0.031 0.014
C -0.048 -0.014 0.002
H 0.018 -0.043 -0.026
H 0.004 0.054 0.060
H 0.041 -0.010 0.012
H -0.018 0.009 -0.036
H 0.056 0.007 0.022
H 0.000 0.042 -0.019
H 0.010 -0.020 -0.007
H 0.001 0.007 -0.001
H -0.001 0.003 0.005
H 0.005 0.003 -0.001
H -0.002 -0.007 -0.001
H 0.051 0.043 0.011
H -0.021 -0.026 0.050
H 0.003 -0.025 0.012
H -0.001 -0.004 0.002
H -0.007 0.008 -0.005
H -0.001 0.000 0.002
H 0.005 -0.013 0.022
I -0.155 0.027 -0.039
C 0.044 -0.124 0.029
C 0.205 0.109 -0.086
C -0.186 0.045 0.075
C 0.023 -0.110 -0.039
C 0.050 -0.038 -0.016
C 0.006 0.091 0.055
C -0.101 -0.099 0.013
C 0.031 -0.137 -0.042
C 0.566 0.671 -0.107
C -0.113 0.066 -0.065
H 0.013 0.009 0.010
H -0.018 0.005 -0.011
H 0.000 -0.013 0.000
H -0.013 0.009 -0.008
H -0.026 -0.005 -0.008
H 0.044 -0.011 0.049
F 0.013 -0.004 -0.005
C -0.052 0.001 0.026
C 0.050 -0.009 -0.068
C 0.090 -0.026 -0.094
C -0.460 0.164 0.447
C 0.026 -0.049 -0.047
C 0.055 -0.045 -0.036
H -0.014 -0.020 0.001
H 0.023 0.031 0.012
H 0.032 -0.001 0.000
H 0.016 0.018 -0.013